# 1
5 unconnected molecules or ions with the total composition C24H54BNO20S4 at a distorted geometry. Source: the Open Molecules 2025 dataset; level of theory: ωB97M-V with the def2-TZVPD basis set.

As for the multiplicity: 1. For the orbital gap, the calculation gives 9.4 eV. The calculation puts the HOMO energy at -9.3 eV. Its SMILES is CC(=O)OCCCCN(CB(O)O)C(=O)OCCOC(C)=O.CCOS(C)(=O)=O.CCOS(C)(=O)=O.CCOS(C)(=O)=O.CCOS(C)(=O)=O.

```
104
Properties=species:S:1:pos:R:3:lowdin_charge:R:1
H 0.1979 -6.8777 1.7220 0.120
H 0.9737 8.9119 5.1662 0.122
C -2.7862 3.9842 1.4297 -0.509
O 0.0622 -4.9561 -1.5471 -0.280
H -0.5385 10.7794 3.2599 0.073
O 7.5232 -5.8241 2.9224 -0.274
C -2.0220 2.0979 -3.9744 -0.017
C -3.3280 7.9708 5.7906 -0.117
C 2.0245 -0.8980 0.0178 -0.242
H 8.1360 -3.1167 0.7692 0.081
C -3.6870 -0.5321 -4.0950 -0.181
H -3.8052 5.6966 0.7639 0.094
C 8.5354 -7.2044 0.5181 -0.246
O -0.1405 0.3519 -2.0183 0.110
H -0.4679 1.3739 0.5410 0.142
O -3.7839 3.3919 1.7399 0.120
C -8.3698 -0.8187 -2.8210 -0.537
O -7.0525 -0.8729 -2.5549 -0.006
S -2.3964 8.6616 4.4708 0.571
H -0.8122 4.2765 -0.1471 0.117
H 9.5169 -7.4043 0.0941 0.121
O 6.1443 -5.1003 0.9949 -0.288
H -9.2555 -2.2307 -1.5326 0.093
H -2.1274 -1.0490 -2.7313 0.131
H -6.0532 -1.6124 -4.1974 0.131
H -6.5769 0.0852 -4.3290 0.124
S 3.8034 -1.2522 1.8929 0.560
H -2.4554 6.0472 1.8683 0.065
C -1.0958 1.1014 -2.0398 -0.520
H -10.1909 -0.7271 -1.7360 0.087
O 8.4956 -5.7645 0.6673 -0.263
C -2.7842 5.4316 1.0306 0.024
C -0.3040 2.2237 -0.1212 -0.117
O -1.0384 8.8751 5.2630 -0.262
H -4.6445 -0.7071 -2.1503 0.129
C 0.1550 9.1358 4.4860 -0.247
O -4.1504 3.2452 -3.0476 0.162
C 8.0787 -3.5389 1.7684 -0.112
H 2.2457 0.0998 -1.8492 0.062
H 3.5074 -5.1149 -0.8607 0.076
H 8.4983 -7.6654 1.5057 0.113
H 7.3945 -2.9561 2.3810 0.068
H 4.7118 -2.4889 3.6380 0.077
H 2.3689 -3.7831 -0.4908 0.051
H -3.5513 4.8129 -5.0598 0.104
B -3.0616 3.2861 -3.8907 -0.617
O -1.5801 3.3631 1.5782 0.003
O -1.2323 2.1540 -1.2166 0.041
H 4.1916 -3.5348 2.2879 0.062
S 7.4131 -5.1622 1.6580 0.561
O 5.0352 -1.0625 1.1884 -0.281
H -3.7468 -1.5900 -4.3757 0.118
O 3.2315 -0.1708 2.6368 -0.274
H -2.8768 7.0267 6.0815 0.077
C -0.5524 3.5301 0.6010 -0.140
H -1.0237 2.5431 -3.8931 0.131
O 1.6232 -6.7554 -2.2074 -0.276
C 0.1288 -6.9213 0.6371 -0.251
H -3.3355 8.6773 6.6158 0.077
H 1.2056 10.7481 3.5479 0.082
H -8.7224 -0.7766 -0.6957 0.087
H 3.2673 -1.3399 -1.6832 0.079
H 6.4562 -7.6008 0.0641 0.071
N -2.1814 1.0397 -2.9239 -0.041
H 9.0592 -3.5955 2.2322 0.076
H -2.0975 1.6275 -4.9571 0.122
H 0.2040 8.4253 3.6601 0.112
H -3.8298 0.0321 -5.0233 0.115
C 0.2306 10.5681 4.0011 -0.071
H 1.6850 -0.0445 0.6045 0.102
H -4.9936 3.4799 -3.4478 0.109
H 3.7105 0.1469 -0.8527 0.076
O -2.9459 9.9293 4.1071 -0.268
O -2.1809 7.6726 3.4557 -0.284
C 0.1032 -8.3569 0.1557 -0.072
C -4.8082 -0.2125 -3.1105 -0.157
H 1.0435 -8.8550 0.3907 0.084
H -0.7118 -8.8913 0.6446 0.080
C 2.8667 -0.4698 -1.1619 -0.063
H -2.1495 5.6472 0.1721 0.073
C 7.4392 -7.7250 -0.3875 -0.070
H 7.4416 -7.1907 -1.3371 0.085
H 0.7159 2.2181 -0.5164 0.133
H -4.3362 7.8145 5.4140 0.079
C 2.6292 -4.5676 -1.1953 -0.108
C -2.2935 -0.3075 -3.5136 -0.173
H -0.7685 -6.3785 0.3377 0.113
C 3.9272 -2.6809 2.9090 -0.114
O -8.8270 -0.5663 -3.9152 0.088
H -1.5401 -0.4370 -4.2985 0.127
H 2.9774 -2.8366 3.4123 0.077
H 0.3602 3.8237 1.1239 0.136
C -6.1603 -0.6662 -3.6599 -0.165
O 2.7153 -1.8260 0.8952 -0.284
H -4.8478 0.8653 -2.9523 0.099
S 1.2790 -5.6802 -1.3290 0.567
O -2.7790 4.3995 -4.6592 0.156
H 7.5982 -8.7862 -0.5794 0.082
H -0.0445 -8.4128 -0.9215 0.072
H 2.7967 -4.1525 -2.1869 0.081
O 1.2934 -6.2015 0.1733 -0.263
H 1.1424 -1.4394 -0.3170 0.120
H 0.0941 11.2602 4.8314 0.085
C -9.1935 -1.1421 -1.6074 0.018
```

# 2
11 unconnected molecules or ions with the total composition C24H54F2O15 at a distorted geometry. Source: the Open Molecules 2025 dataset; level of theory: ωB97M-V with the def2-TZVPD basis set.

As for the multiplicity: 1. For the orbital gap, the calculation gives 9.4 eV. The calculation puts the HOMO energy at -9.3 eV. Its SMILES is O=C1OC[C@@H](F)O1.O=C1OC[C@@H](F)O1.C1CCOC1.C1CCOC1.C1CCOC1.CO.CO.CO.CO.CO.CO.

```
95
Properties=species:S:1:pos:R:3:lowdin_charge:R:1
H 0.0206 5.1281 4.5707 0.117
C 1.4002 -4.7036 1.1327 -0.104
H -0.7190 3.3517 5.9072 0.103
H -1.4357 -1.8514 2.5458 0.081
H 3.2423 0.8790 -0.2943 0.046
H -3.0832 -0.9324 -5.5580 0.117
H 3.5010 -4.1802 -2.0709 0.081
C -3.1373 1.4477 -3.3167 -0.155
H -2.3236 2.0639 3.7766 0.092
C 0.1529 3.4836 -3.3258 -0.304
H 3.4213 -2.4784 2.9221 0.097
H 5.1298 -1.9750 2.8741 0.110
C -0.6568 -1.5158 3.2263 -0.106
H 4.0580 0.9844 -3.0258 0.081
H 1.1223 1.6608 -3.7137 0.144
H -5.1443 -2.2192 -0.3069 0.144
C -1.4326 -2.8689 -1.7823 -0.156
O -2.8434 0.6543 1.6791 0.172
H 0.7676 -2.8547 1.2792 0.046
H 3.2601 -0.6657 4.4464 0.109
C -1.3663 2.5359 3.9884 -0.162
H 4.2751 -2.8750 -1.1064 0.061
H -1.6096 5.7513 4.7597 0.117
H 1.2793 -1.7386 3.4593 0.070
H -1.4089 3.0508 1.8373 0.113
H -3.8974 -2.9723 0.6983 0.144
H -1.0416 -2.4058 -2.6935 0.080
C -4.5264 -2.0885 0.5758 -0.030
H -4.6700 -0.3712 -4.8779 0.115
C 1.4157 2.7116 -3.6427 -0.064
O 2.3934 -2.4225 -1.8756 -0.128
H 3.2275 1.5628 2.8268 0.129
O -0.4157 3.6290 -4.6089 0.112
C 4.2544 0.7322 -1.9854 -0.116
H -2.4894 -3.0571 -1.9826 0.074
H -4.1611 1.6361 -2.9870 0.119
H 4.7644 0.0402 3.8321 0.113
H 0.3609 0.8156 0.8535 0.071
H 1.9761 0.3520 2.6546 0.100
C 4.1052 -1.6750 2.6612 -0.127
O -1.2982 4.6888 3.0465 -0.128
O -4.3666 -0.8169 2.4804 0.136
H 5.1997 1.1665 -1.6529 0.086
H 4.3256 -0.3622 -1.9494 0.063
H -2.8247 0.0177 -1.6759 0.098
H 0.6542 -0.4920 -0.3221 0.078
H -0.6632 1.7243 4.1846 0.089
H -6.2187 -1.2687 1.7521 0.172
H -1.0288 -1.7817 4.2265 0.094
F 0.4004 4.7484 -2.8517 0.064
C 3.8247 -0.4287 3.5450 -0.144
H 0.6787 -5.4639 0.8271 0.087
O 3.5433 0.2195 1.3115 -0.167
H -0.6374 -0.4233 3.2284 0.065
H 4.1302 -2.7604 -2.8751 0.078
H -0.4914 2.9486 -2.6405 0.128
O 1.7403 3.1835 -4.9550 0.081
O -3.6761 -0.9496 0.3713 0.044
O -0.7575 -4.0937 -1.5302 -0.125
H -1.3205 -2.1614 -0.9564 0.063
H -2.1129 1.2453 -5.2261 0.107
H 3.2254 -1.7184 0.6801 0.099
C -1.4438 3.5691 5.1223 -0.148
O 3.1690 1.2033 -1.2083 -0.149
H -3.7734 1.7580 -5.3924 0.114
C 3.9811 -1.1413 1.2258 -0.161
C -5.2439 -1.7388 1.8707 -0.301
C -1.0414 4.8822 4.4292 -0.207
C 0.5710 3.4952 -5.5532 -0.549
C -3.1104 1.1240 -4.8025 -0.160
H -2.5175 2.2991 -3.0388 0.097
C -0.9313 3.3614 2.7670 -0.221
O -3.2189 -0.8750 -3.5144 -0.156
H 2.3791 -5.0117 0.7629 0.084
C -2.6066 0.1511 -2.7339 -0.216
C 3.6337 -3.0972 -1.9657 -0.169
H 1.9637 -2.6793 -1.0496 0.021
H -2.4441 3.6600 5.5356 0.105
H 1.3648 1.4590 -1.1449 0.032
H 2.2296 2.8291 -2.9365 0.129
F -5.3635 -2.8120 2.6892 0.076
C -3.5620 -0.2718 1.5316 -0.562
H -1.5164 0.0994 -2.8654 0.117
C 3.0653 0.5069 2.6140 -0.190
H 1.4251 -4.6291 2.2188 0.079
H -0.9596 0.2793 -0.1272 0.055
H -0.1685 -3.9430 -0.7802 0.013
O 0.5775 -2.1583 2.9545 -0.122
O 0.3913 3.6376 -6.7124 0.180
O 0.3950 1.4509 -1.1229 -0.124
C 0.1167 0.4458 -0.1554 -0.127
H 0.1508 3.2594 2.5749 0.115
C -3.5826 -0.3353 -4.7965 -0.179
O 1.0632 -3.4388 0.5634 -0.174
H 4.9148 -1.1809 0.6691 0.123
```

| no. | E_LUMO (eV) | electronic energy (eV) |
| --- | --- | --- |
| 1 | 0.099 | -112222.848 |
| 2 | 0.072 | -61908.568 |